[1]
Molecular formula: C25H51CdClN10O4S5
Method: DFT, the ωB97M-V functional and the def2-TZVPD basis

Output
- spin multiplicity = 1
- net charge = 0
- gap between HOMO and LUMO (eV) = 7.2363
- energy above the lowest of the compared OMol25 structures with the same formula, charge and spin (kcal/mol) = 39.3
- total energy (eV) = -121095.7271

Atoms and positions in Å:
Cd 0.25015 0.72801 -1.06058
C -3.32472 -4.61758 3.95787
N -1.92018 -4.32925 3.53448
C -1.50283 -5.19768 2.42756
C -1.45561 -3.01207 3.47921
N -0.66745 -2.74079 2.51914
C -0.02615 -1.43319 2.34415
C 1.14247 -1.72592 1.42077
N 1.76350 -0.52052 0.82700
C 2.50931 0.36925 1.75310
C 1.67207 1.46158 2.42960
N 0.83827 2.22814 1.50217
C 0.63776 3.49738 1.66853
N 1.46306 4.35529 2.34895
C 2.90096 4.39570 2.30665
C 0.84954 5.22862 3.32024
N -0.55110 4.07666 1.26287
C -0.75704 5.41062 0.65068
C -1.70648 3.12064 1.12331
C 2.92391 -1.08992 0.02007
C 2.44580 -1.86067 -1.25013
N 1.76222 -0.92462 -2.14156
C 1.87498 -1.30243 -3.43481
N 2.15121 -0.34995 -4.39021
C 2.72347 0.91398 -3.90759
C 1.99374 -0.51057 -5.86060
N 1.86471 -2.62175 -3.83292
C 0.73608 -3.52062 -3.61528
C 3.03732 -3.24511 -4.49760
N -1.95288 -2.20316 4.50698
C -1.42385 -2.49077 5.78962
C -2.51990 -0.88603 4.26599
H -4.10926 -3.88301 3.59015
H -3.44161 -4.69115 5.05609
H -3.66531 -5.54428 3.52827
H -2.08850 -6.17538 2.53239
H -0.44854 -5.36510 2.50659
H -1.78985 -4.77957 1.45223
H 0.38782 -0.91721 3.18080
H -0.74961 -0.75801 1.84813
H 0.88313 -2.43167 0.58368
H 1.93014 -2.31011 2.01829
H 3.25834 0.83576 1.17802
H 2.99957 -0.23585 2.58747
H 2.31410 2.17356 2.90830
H 1.12987 1.02869 3.26590
H 3.37929 3.78156 1.46911
H 3.38663 4.11816 3.27656
H 3.12225 5.45945 2.21177
H -0.07844 4.77066 3.68257
H 0.59215 6.20103 2.91535
H 1.50147 5.36499 4.16963
H -1.49695 5.91859 1.25720
H -1.07769 5.23489 -0.38271
H 0.16158 5.98072 0.75176
H -1.82893 2.44496 1.97985
H -1.55174 2.47247 0.22930
H -2.58440 3.75514 1.09724
H 3.50694 -1.76383 0.68243
H 3.53706 -0.24863 -0.31331
H 1.83104 -2.75759 -0.93104
H 3.35647 -2.25337 -1.76139
H 2.16077 1.77638 -4.26000
H 3.76103 1.07119 -4.12410
H 2.61427 0.97300 -2.85436
H 1.26849 -1.33826 -5.96634
H 2.98391 -0.71555 -6.32441
H 1.52053 0.38367 -6.30663
H 0.12593 -3.22205 -2.74814
H 1.10233 -4.52031 -3.48691
H 0.09532 -3.53252 -4.55215
H 3.86482 -2.48079 -4.59922
H 2.68964 -3.64620 -5.49776
H 3.48650 -4.00836 -3.89229
H -1.14232 -3.52675 5.85059
H -2.17879 -2.37679 6.60539
H -0.57242 -1.76410 6.01843
H -2.94124 -0.83486 3.26626
H -1.83505 -0.02007 4.43090
H -3.33338 -0.77769 5.01011
C -4.92427 2.09779 -2.75259
S -3.24614 2.78069 -2.29980
C -2.25477 2.51642 -3.63849
C -0.85268 2.56128 -3.57452
S 0.25628 2.88504 -2.24283
S -0.05774 2.43588 -5.13452
C -1.43534 2.09817 -6.10146
S -1.50843 1.96277 -7.70379
S -2.90883 2.23133 -5.17456
H -5.56295 2.90562 -3.01564
H -5.21506 1.64511 -1.79950
H -4.73567 1.37469 -3.55711
O -2.00789 -2.45352 -0.61132
Cl -2.32238 -1.14359 -1.13170
O -3.69926 -1.03038 -1.41064
O -1.73342 -0.10519 -0.08816
O -1.56114 -0.83120 -2.37099

Cartesian forces, eV/Å:
Cd 0.4 -0.7 0.5
C -0.4 1.5 0.2
N -1.4 -0.8 0.0
C -1.6 -0.9 0.3
C -0.3 -0.5 -0.7
N 0.2 0.9 0.4
C -0.8 -0.9 -1.6
C 0.7 -0.5 0.1
N 2.0 -0.7 -1.0
C -1.6 -0.6 2.0
C 0.0 0.7 -0.6
N -0.6 -0.8 -0.5
C -0.4 -0.3 -0.3
N 0.0 0.0 0.3
C 0.9 -0.3 -0.2
C -0.6 -0.1 0.1
N -0.6 -1.6 0.3
C 0.5 -1.5 0.8
C 1.2 0.3 -0.4
C -1.2 -0.4 -0.9
C 0.0 -0.5 0.9
N -0.2 -0.7 -1.5
C 0.1 1.2 0.7
N 0.3 0.3 0.6
C -0.9 0.4 -0.4
C -0.3 -0.5 1.1
N 0.9 -0.5 -0.2
C -0.8 0.9 -0.7
C -0.6 1.8 -1.2
N -0.4 0.1 -0.8
C 0.1 1.4 1.6
C 0.1 -0.1 0.8
H 1.1 -0.4 0.4
H 0.2 0.1 -0.5
H 0.3 -0.5 0.0
H 1.2 1.2 0.0
H 0.6 -0.2 -0.3
H 0.4 0.1 0.1
H -0.1 0.1 1.3
H 0.4 -0.2 0.1
H -0.3 1.0 1.0
H -0.8 0.7 -0.5
H 0.9 0.6 -0.6
H -0.4 0.5 -1.0
H 1.0 0.0 0.5
H -0.7 -0.1 -0.2
H -1.0 0.9 1.1
H -0.4 -0.2 -0.6
H 0.6 0.0 -0.5
H 0.2 0.1 -0.1
H 0.0 0.4 0.0
H 0.3 0.0 0.3
H -0.4 0.3 -0.2
H 0.1 0.5 0.1
H 0.1 0.0 -0.5
H 0.5 0.3 0.0
H -0.6 0.7 0.5
H -0.3 -0.1 -0.5
H -0.1 0.3 -0.4
H 0.0 -0.2 0.0
H 0.6 0.9 -0.5
H -0.5 0.1 0.5
H 0.2 -0.2 -0.3
H 0.8 -0.3 -0.6
H 0.0 -0.2 0.8
H 0.6 0.2 -0.4
H -0.8 0.0 0.1
H 0.4 -0.3 0.4
H 0.2 0.0 -0.4
H 0.2 -0.6 0.3
H 0.4 0.0 1.1
H -1.1 -0.7 -0.3
H 0.8 0.3 0.9
H -0.2 -0.7 0.4
H 0.6 -0.3 -0.1
H 0.3 0.2 -0.5
H -0.6 -1.1 0.1
H 0.0 0.0 -0.1
H -0.1 -0.6 -0.2
H 0.2 0.1 -0.4
C 2.0 -0.4 0.6
S -1.2 0.2 1.5
C 3.6 -0.1 -0.1
C -1.7 0.0 -0.3
S -0.6 0.1 0.2
S -0.4 -0.2 0.1
C -0.5 0.9 1.0
S 0.3 -0.5 -1.3
S -0.3 -0.3 -1.1
H -0.5 0.5 -0.4
H -0.2 -0.2 -0.5
H -0.6 0.1 0.5
O -0.1 0.8 -0.4
Cl 3.5 0.6 0.2
O -0.8 0.7 0.6
O -1.5 -1.4 -1.8
O -0.4 -0.4 1.2



[2]
Molecular formula: C3H7N3S2
Method: DFT, the ωB97M-V functional and the def2-TZVPD basis

Output
- spin multiplicity = 1
- net charge = 0
- gap between HOMO and LUMO (eV) = 9.3691
- energy above the lowest of the compared OMol25 structures with the same formula, charge and spin (kcal/mol) = 28.1
- total energy (eV) = -29364.4074

Atoms and positions in Å:
C 1.65112 -0.42095 0.08225
C 0.96411 0.77448 0.80754
C -1.49905 1.34040 -0.38015
H 0.97183 -1.93423 -1.13689
H -0.27767 -1.10987 -0.38409
H 3.29996 -1.16360 -0.69710
H 0.25686 0.38603 1.54421
H 1.74792 1.36878 1.24436
H -2.24781 1.93967 -0.96989
H -3.37217 -1.42505 0.72214
N 0.71022 -1.27732 -0.45694
N 2.88620 -0.38090 -0.15988
N -1.80607 0.25339 0.16490
S 0.14151 1.95158 -0.32784
S -3.42696 -0.30239 -0.05263

Cartesian forces, eV/Å:
C -2.0 1.0 -1.4
C 0.5 -0.9 -0.6
C -0.4 0.7 -0.8
H 0.6 -0.8 -0.8
H 0.0 0.3 0.3
H -0.8 0.5 0.3
H 0.0 0.4 0.0
H 0.2 0.1 0.4
H 0.9 -0.2 0.5
H 0.3 0.6 -0.3
N 0.2 0.2 1.0
N 1.3 -0.3 0.4
N -0.8 -1.3 0.5
S -0.1 -0.1 0.2
S 0.1 -0.2 0.3



[3]
Molecular formula: CH5BrOSi
Method: DFT, the ωB97M-V functional and the def2-TZVPD basis

Output
- spin multiplicity = 1
- net charge = 0
- gap between HOMO and LUMO (eV) = 9.1174
- energy above the lowest of the compared OMol25 structures with the same formula, charge and spin (kcal/mol) = 76.4
- total energy (eV) = -81082.3823

Atoms and positions in Å:
C -1.02018 -0.99007 0.66966
O 0.03633 0.86712 -1.40381
Si 1.36173 1.27205 -0.99676
Br -2.03840 -2.76065 1.38903
H -1.30653 -0.32761 -0.33392
H -0.09794 -1.32358 0.78442
H 2.62969 1.46182 -1.61445
H -0.97326 -0.01387 1.05934
H 1.40857 1.81478 0.44649

Cartesian forces, eV/Å:
C -4.4 1.7 -3.0
O -4.5 -1.7 -2.3
Si 3.4 2.5 3.9
Br 0.8 2.8 -0.8
H 0.4 -3.6 1.3
H 4.1 -1.8 -0.5
H 0.8 -0.2 -0.9
H -1.0 0.8 3.1
H 0.3 -0.4 -0.9



[4]
Molecular formula: CH33HfO16
Method: DFT, the ωB97M-V functional and the def2-TZVPD basis

Output
- spin multiplicity = 1
- net charge = +3
- gap between HOMO and LUMO (eV) = 3.3614
- energy above the lowest of the compared OMol25 structures with the same formula, charge and spin (kcal/mol) = 84.0
- total energy (eV) = -35610.0154

Atoms and positions in Å:
Hf -2.03600 -7.59900 27.20700
C -0.98700 -10.21300 25.49600
O -1.48900 -9.04700 25.99000
H -1.38800 -11.07800 26.03700
H 0.03800 -10.09000 25.54100
H -1.24600 -10.32400 24.45200
O 1.53200 -8.34600 24.36000
H 1.11400 -9.06700 23.86000
H 0.91400 -7.63300 24.09000
O -1.13000 -9.08800 28.60700
H -1.62300 -9.85700 28.91400
H -0.15100 -9.19000 28.81400
O -0.23800 -12.54500 27.76300
H -1.08700 -12.23400 28.17300
H -0.37900 -12.84400 26.89000
O -3.66500 -7.62400 25.74300
H -4.42200 -8.14900 25.98400
H -3.46900 -7.75800 24.80600
O 1.69000 -10.85700 26.84400
H 0.78700 -11.14100 27.00700
H 2.05300 -11.55000 27.41400
O -2.59500 -11.45600 28.63200
H -3.19500 -11.75200 29.30500
H -3.11600 -11.21100 27.86100
O -4.01200 -10.83700 26.34200
H -4.57400 -11.56200 26.67200
H -4.30400 -10.64800 25.43900
O -1.95400 -10.39100 21.60500
H -1.90000 -11.37300 21.72300
H -2.56800 -10.19500 20.93400
O -2.06400 -7.97400 23.57800
H -2.79000 -8.03100 22.97200
H -1.68100 -8.83800 23.72500
O 0.76400 -9.97800 22.41700
H -0.12700 -10.23400 22.14000
H 1.35500 -10.42600 21.78700
O -0.60700 -13.80400 25.33600
H -0.35700 -13.68100 24.43800
H -0.05200 -14.54000 25.64800
O -3.11900 -12.74800 24.62100
H -3.16800 -12.37200 25.51300
H -2.27400 -13.14800 24.71000
O -4.34500 -10.04100 23.54700
H -3.73400 -10.31700 22.88800
H -5.08700 -9.79700 22.99600
O 2.48300 -11.59500 24.51200
H 2.09100 -11.21200 25.32600
H 1.77200 -12.05400 24.06600
O 0.33100 -7.40000 26.96800
H 0.82800 -6.56600 26.97600
H 0.93800 -8.03100 26.52000

Cartesian forces, eV/Å:
Hf 4.9 -6.5 -4.7
C -0.8 -1.6 -0.7
O -3.2 5.5 3.9
H 0.3 0.3 0.0
H 2.3 -0.4 0.1
H -0.3 -0.2 -0.3
O -1.6 1.0 1.0
H 0.8 -0.6 -0.5
H 0.9 0.0 0.0
O 0.7 2.1 0.0
H -0.6 -1.5 0.4
H -1.2 0.1 -0.3
O -0.3 1.7 2.4
H 1.0 -1.0 -0.7
H -0.7 -1.0 -1.7
O 0.3 1.4 2.6
H -1.2 -0.5 -0.1
H 1.1 -0.4 -1.4
O -0.4 0.4 1.3
H -0.8 -0.2 0.0
H 1.1 0.1 0.0
O 0.7 1.2 0.0
H -0.5 -0.5 0.8
H -0.2 -0.1 -0.3
O -0.3 0.2 1.1
H -0.3 0.4 -0.4
H -0.1 -0.2 -0.7
O 1.1 -1.5 2.4
H -0.4 1.1 -0.6
H -1.0 0.1 -1.8
O 0.0 1.3 1.4
H -0.2 -0.5 -1.1
H -0.2 -0.3 -0.7
O -0.4 -0.7 -0.2
H 0.2 0.3 -0.4
H 0.1 0.3 0.4
O 0.1 -0.2 1.2
H 0.6 0.0 -1.3
H -0.3 0.0 -0.1
O -0.7 1.1 0.4
H -0.4 -0.1 -0.5
H 1.2 -1.4 -0.2
O -0.7 0.9 1.0
H 1.5 -0.9 -0.7
H -0.9 0.1 0.1
O -0.1 0.2 0.0
H 0.5 -0.4 -0.6
H 0.0 -0.1 -0.2
O -1.6 1.2 0.7
H 0.2 0.2 0.1
H -0.1 -0.5 -0.9



[5]
Molecular formula: C53H54N4O2P2S2Zr
Method: DFT, the ωB97M-V functional and the def2-TZVPD basis

Output
- spin multiplicity = 1
- net charge = +2
- gap between HOMO and LUMO (eV) = 5.5939
- energy above the lowest of the compared OMol25 structures with the same formula, charge and spin (kcal/mol) = 12.6
- total energy (eV) = -107415.9768

Atoms and positions in Å:
Zr -0.80105 -0.28253 -1.12530
C 3.88929 4.93449 11.02017
O 2.64737 5.14082 10.36117
C 2.42930 4.54682 9.18711
C 3.32784 3.68749 8.55282
C 3.01496 3.15082 7.31880
C 1.80511 3.44311 6.69080
C 0.89731 4.28805 7.34949
C 1.20038 4.82644 8.57292
C 1.43164 2.89044 5.40601
N 0.22634 2.97936 4.86982
C 0.29315 2.31437 3.69351
C 1.56851 1.80250 3.48025
N 2.27919 2.18306 4.58735
C 1.90828 1.08102 2.31398
C 3.19378 0.59465 2.00814
C 3.39664 -0.09066 0.83861
C 2.31807 -0.30595 -0.01940
N 1.09486 0.14071 0.23009
C 0.87233 0.83582 1.37674
C -0.46415 1.31489 1.61268
N -1.43541 0.98219 0.71330
C -2.65724 1.47232 0.90881
C -2.98459 2.33920 1.95142
C -2.02981 2.64934 2.88482
C -0.74385 2.10567 2.74106
H 3.85966 5.55753 11.90789
H 4.72652 5.24041 10.38946
H 4.01149 3.89032 11.31557
H 4.26627 3.42808 9.02225
H 3.73109 2.47806 6.86017
H -0.04502 4.50994 6.86941
H 0.50749 5.47630 9.09007
H 3.25669 2.02633 4.75983
H 4.01565 0.77214 2.68982
H 4.37554 -0.46302 0.57297
H 2.45957 -0.84634 -0.94652
H -3.42092 1.16243 0.21193
H -3.98796 2.73326 2.02241
H -2.22627 3.29706 3.72935
S -2.24376 1.52406 -2.08068
C -3.01425 0.87060 -3.52125
C -3.69331 1.73057 -4.38332
C -4.34180 1.22439 -5.49438
C -4.30162 -0.13917 -5.76690
C -3.63172 -0.99820 -4.91548
C -2.99555 -0.49680 -3.78079
S -2.23096 -1.61676 -2.66494
H -3.70371 2.78965 -4.15738
H -4.88452 1.89360 -6.14879
H -4.80013 -0.53124 -6.64337
H -3.60385 -2.06280 -5.11071
O 0.75375 -0.78426 -2.47798
P 0.85101 -0.28267 -3.94162
C 2.55270 -0.26848 -4.54137
C 3.41925 -1.29885 -4.18363
C 4.66295 -1.39371 -4.78550
C 5.03907 -0.47717 -5.75726
C 4.17160 0.54293 -6.12292
C 2.93002 0.65139 -5.51837
C 0.05934 -1.38149 -5.13666
C -0.10664 -0.97764 -6.45918
C -0.59974 -1.86627 -7.40031
C -0.88850 -3.17255 -7.03471
C -0.65265 -3.59736 -5.73448
C -0.17087 -2.71058 -4.78688
C 0.43147 1.47439 -3.94737
C 0.96137 2.18805 -2.86656
C 0.85253 3.56500 -2.82128
C 0.24438 4.24192 -3.87086
C -0.27241 3.53879 -4.94741
C -0.17957 2.15411 -4.99154
H 3.11181 -2.02834 -3.44232
H 5.33616 -2.19485 -4.51044
H 6.00682 -0.55774 -6.23328
H 4.45757 1.25380 -6.88654
H 2.26241 1.45446 -5.80095
H 0.17109 0.02015 -6.77247
H -0.74065 -1.53494 -8.42011
H -1.27757 -3.86364 -7.77055
H -0.82513 -4.62972 -5.45996
H 0.03245 -3.04609 -3.78100
H 1.50556 1.66131 -2.08780
H 1.24246 4.11596 -1.97555
H 0.18958 5.32215 -3.85236
H -0.74789 4.06974 -5.76142
H -0.61689 1.61440 -5.82014
C -3.26613 -1.35608 2.63661
C -2.20938 -2.45400 2.49543
C -2.78088 -3.78776 2.97190
P -1.40055 -2.46622 0.79625
C 0.32701 -3.14589 1.13432
C 0.49974 -4.64150 1.38581
C 0.95058 -2.37468 2.30593
C -2.34993 -3.71565 -0.23173
C -3.79941 -3.19021 -0.29075
C -2.38489 -5.21300 0.08034
H -3.64257 -1.35427 3.66110
H -4.11667 -1.51145 1.97272
H -2.84192 -0.37422 2.44634
H -1.39081 -2.18278 3.16489
H -3.70567 -4.03145 2.45257
H -3.01782 -3.70278 4.03362
H -2.07746 -4.60892 2.85939
H 0.87101 -2.89247 0.21418
H -0.11631 -4.98422 2.21572
H 1.54119 -4.83457 1.65133
H 0.27563 -5.24389 0.51053
H 0.70183 -2.85680 3.25163
H 0.60783 -1.34290 2.36005
H 2.03827 -2.37689 2.22287
H -1.88599 -3.62239 -1.21595
H -4.36706 -3.58158 0.55443
H -4.28848 -3.52397 -1.20512
H -3.85115 -2.10214 -0.27578
H -2.73683 -5.44024 1.08099
H -1.42497 -5.69760 -0.06899
H -3.08792 -5.66654 -0.62157

Cartesian forces, eV/Å:
Zr -1.0 -0.1 -0.3
C 0.1 0.0 0.1
O -0.1 0.1 0.2
C -0.1 -0.2 -0.3
C 0.2 0.0 0.2
C -0.2 0.0 -0.2
C 0.1 0.1 0.4
C 0.1 -0.1 -0.1
C 0.0 0.1 0.1
C -0.2 -0.1 -0.3
N -0.1 0.1 0.2
C 0.6 -0.2 -0.1
C -0.6 0.2 0.1
N 0.2 0.0 0.1
C 0.0 -0.1 -0.3
C -0.1 0.0 -0.1
C 0.0 0.1 0.1
C 0.1 -0.1 -0.2
N 0.0 -0.1 0.1
C 0.2 0.1 0.2
C -0.1 0.1 0.2
N 0.1 0.4 0.1
C -0.1 0.0 0.0
C 0.1 0.0 0.2
C 0.0 0.0 -0.1
C 0.0 -0.2 -0.2
H 0.0 0.0 0.0
H 0.0 0.0 0.0
H 0.0 0.0 0.0
H 0.0 0.0 0.0
H 0.0 0.0 0.0
H 0.0 0.0 0.0
H 0.0 0.0 0.0
H 0.0 0.0 0.1
H 0.0 0.0 0.0
H 0.0 0.0 0.0
H -0.1 0.0 0.0
H 0.0 0.0 -0.1
H 0.0 0.0 0.0
H 0.0 0.0 0.0
S 0.2 -0.5 0.1
C 0.1 0.1 0.0
C 0.1 0.0 0.1
C 0.0 0.1 0.0
C 0.0 -0.1 0.0
C 0.0 0.0 0.0
C 0.0 0.0 0.0
S -0.2 0.1 0.5
H -0.1 0.0 -0.1
H 0.0 0.0 0.0
H 0.0 0.0 0.0
H 0.0 0.0 0.0
O -0.1 0.2 0.1
P 0.7 0.3 -1.0
C -0.1 -0.2 0.3
C -0.1 0.0 0.1
C 0.1 -0.1 0.0
C -0.1 0.1 0.0
C 0.0 0.0 -0.1
C 0.0 0.0 0.1
C 0.0 0.2 0.3
C 0.0 0.2 0.0
C 0.0 0.0 0.0
C 0.0 0.0 0.0
C 0.1 -0.1 0.0
C 0.0 0.1 0.0
C 0.1 -0.3 -0.1
C 0.2 0.0 -0.1
C 0.0 0.0 0.0
C 0.0 0.0 0.0
C 0.0 0.1 0.0
C -0.3 -0.1 0.1
H 0.0 0.0 0.0
H 0.0 0.0 0.0
H 0.0 0.0 0.0
H 0.0 0.0 0.0
H 0.0 0.0 0.0
H 0.0 0.0 0.0
H 0.0 0.0 0.0
H 0.0 0.0 0.0
H 0.0 0.0 0.0
H -0.1 0.0 0.1
H 0.0 0.1 0.0
H 0.1 0.0 0.0
H -0.1 0.0 0.0
H 0.0 0.0 0.0
H 0.0 0.0 0.0
C 0.1 0.0 0.1
C 0.0 0.5 -0.2
C 0.2 0.0 0.0
P 0.2 -1.2 0.0
C -0.2 0.2 0.0
C 0.0 0.0 -0.1
C 0.0 0.0 -0.1
C -0.2 0.3 0.2
C 0.1 0.0 0.0
C 0.1 -0.1 0.0
H 0.0 0.0 0.0
H 0.0 0.0 0.0
H 0.0 0.0 0.0
H 0.1 0.0 -0.1
H 0.0 -0.1 0.0
H 0.0 0.0 0.0
H -0.1 0.0 0.0
H 0.1 0.0 0.0
H 0.0 0.0 0.0
H 0.0 0.0 0.0
H 0.1 0.0 0.1
H 0.0 0.0 0.0
H 0.1 0.0 0.1
H 0.0 0.0 0.0
H -0.1 0.1 0.0
H 0.0 0.1 0.0
H 0.0 0.0 0.0
H -0.1 0.0 0.0
H 0.0 0.0 -0.1
H -0.1 0.0 0.0
H 0.0 0.0 0.0